Below is a cluster of 14 separate species, C4H40N3O13 in total at a distorted geometry, with properties calculated with ωB97M-V with the def2-TZVPD basis set.

Output
E_HOMO ... -12.221 eV
2S+1 ... 1
Total charge ... +1
Gap between HOMO and LUMO ... 0.3706 Ha
Molecular weight ... 338.372 g/mol
Relative energy (zero: lowest compared OMol25 entry of this formula, charge and spin) ... 38.3 kcal per mole

Atoms and positions in Å:
N (0.550, 0.134, 0.065)
C (0.479, -0.840, 1.176)
C (0.784, -0.128, 2.560)
C (0.165, 1.308, 2.534)
N (-1.308, 1.090, 2.752)
C (1.374, -2.015, 0.911)
N (0.784, -2.775, -0.223)
H (0.039, -0.149, -0.780)
H (-3.726, 1.173, 1.870)
H (1.541, 0.394, -0.012)
H (-0.493, -1.253, 1.341)
H (1.859, 0.005, 2.652)
H (0.359, -0.837, 3.276)
H (0.191, 1.829, 1.564)
H (0.664, 1.994, 3.252)
H (-1.853, 1.961, 2.646)
H (-1.431, 0.875, 3.777)
H (2.377, -1.654, 0.714)
H (1.636, -2.617, 1.774)
H (0.925, -3.760, 0.050)
H (1.236, -2.703, -1.135)
H (-1.884, -1.414, -1.951)
H (-0.633, -1.843, -1.026)
O (-1.639, -1.670, -1.031)
H (-2.826, -1.885, 2.619)
H (-1.405, -2.141, 2.886)
O (-2.056, -1.465, 3.037)
H (-3.756, -0.134, 0.239)
H (-2.548, -0.835, 0.119)
O (-3.113, -0.501, 0.902)
H (5.746, -0.778, 1.190)
H (5.173, -2.173, 0.934)
O (4.923, -1.294, 1.233)
H (-3.332, 1.454, -1.545)
H (-2.632, 2.937, -1.518)
O (-2.734, 2.066, -1.124)
H (-1.820, -1.667, -4.536)
H (-2.359, -0.263, -4.900)
O (-2.188, -0.843, -4.162)
H (0.169, 2.232, -0.809)
H (0.107, 1.680, -2.160)
O (0.096, 2.533, -1.724)
H (-1.646, 0.418, 2.080)
H (-4.755, 1.722, 3.056)
O (-3.920, 1.788, 2.582)
H (1.078, 0.402, -5.067)
H (0.413, 0.618, -3.776)
O (0.658, -0.119, -4.362)
H (0.845, 0.695, 5.498)
H (-0.199, -0.295, 5.179)
O (-0.128, 0.640, 5.388)
H (4.127, 1.431, -0.872)
H (3.611, 2.514, -1.909)
O (3.360, 1.764, -1.375)
H (2.074, 2.320, -4.622)
H (1.434, 3.319, -3.447)
O (1.448, 2.475, -3.903)
H (2.096, -1.969, -3.383)
H (2.646, -3.427, -2.876)
O (2.843, -2.531, -3.151)


Below is a structure of composition C30H23N5ORhS4, with properties calculated with ωB97M-V with the def2-TZVPD basis set.

Output
E_HOMO ... -4.287 eV
2S+1 ... 1
Total charge ... -1
Gap between HOMO and LUMO ... 0.2346 Ha
Molecular weight ... 700.722 g/mol
Relative energy (zero: lowest compared OMol25 entry of this formula, charge and spin) ... 0.0 kcal per mole

Atoms and positions in Å:
Rh (1.166, -0.086, 0.694)
C (-1.286, 3.001, -1.211)
C (-0.544, 2.168, -0.200)
N (0.060, 1.085, -0.562)
N (-0.055, 0.707, -1.908)
C (0.862, -0.123, -2.272)
S (2.166, -0.753, -1.324)
S (0.899, -0.680, -3.944)
C (-0.563, 0.058, -4.739)
C (-1.829, -0.762, -4.694)
C (-2.847, -0.499, -3.782)
C (-4.022, -1.238, -3.797)
C (-4.190, -2.269, -4.710)
C (-3.177, -2.549, -5.616)
C (-2.013, -1.795, -5.610)
C (-0.489, 2.649, 1.185)
C (-0.622, 4.022, 1.420)
C (-0.560, 4.552, 2.691)
C (-0.388, 3.687, 3.771)
C (-0.271, 2.329, 3.574)
C (-0.298, 1.767, 2.283)
O (-0.188, 0.470, 2.143)
H (-1.714, 2.376, -1.984)
H (-0.593, 3.687, -1.705)
H (-2.064, 3.585, -0.726)
H (-0.242, 0.147, -5.779)
H (-0.709, 1.059, -4.340)
H (-2.709, 0.289, -3.062)
H (-4.806, -1.010, -3.085)
H (-5.105, -2.848, -4.718)
H (-3.298, -3.347, -6.338)
H (-1.229, -2.011, -6.329)
H (-0.743, 4.692, 0.577)
H (-0.634, 5.621, 2.845)
H (-0.333, 4.086, 4.778)
H (-0.121, 1.648, 4.402)
S (2.670, 1.640, 0.911)
C (3.451, 1.306, 2.435)
C (4.215, 2.295, 3.049)
C (4.915, 2.047, 4.222)
C (5.687, 3.098, 4.821)
N (6.300, 3.954, 5.286)
C (4.850, 0.772, 4.804)
C (4.081, -0.215, 4.202)
C (3.369, 0.030, 3.030)
S (2.405, -1.237, 2.323)
C (5.557, 0.474, 6.018)
N (6.110, 0.222, 6.995)
H (4.259, 3.280, 2.603)
H (4.030, -1.196, 4.657)
C (-2.489, -5.152, -0.841)
C (-1.669, -3.979, -0.385)
C (-2.183, -2.692, -0.383)
C (-1.391, -1.637, 0.037)
N (-0.129, -1.795, 0.436)
C (0.369, -3.038, 0.452)
C (-0.363, -4.139, 0.061)
H (-3.404, -4.823, -1.332)
H (-2.764, -5.780, 0.009)
H (-1.925, -5.771, -1.539)
H (-3.190, -2.498, -0.723)
H (-1.774, -0.627, 0.066)
H (1.398, -3.137, 0.770)
H (0.100, -5.118, 0.087)